[1]
The following is a DFT calculation (wB97M-V/def2-TZVPD) of 2 unconnected molecules or ions with the total composition C5H3ClF4N2 at a distorted geometry.

The value obtained for the energy above the lowest of the compared OMol25 structures with the same formula, charge and spin is 155.2 kJ/mol. The HOMO-LUMO gap (spin up / spin down) comes out at 8.2 / 6.9 eV. Its net charge is 0.

The geometry in XYZ format:
```
15
Properties=species:S:1:pos:R:3:forces:R:3
C 2.339 -0.294 0.196 -0.4 -1.7 -0.9
C 1.968 0.611 1.189 -1.4 1.0 -1.2
C 1.337 -0.315 -0.866 2.8 2.5 5.1
C -1.818 0.592 -0.553 1.0 0.9 -0.8
C -1.989 -0.812 -0.013 1.7 0.3 1.7
N 0.811 1.143 0.723 0.4 1.2 0.9
N 0.637 0.775 -0.489 -2.8 -0.8 -0.4
F -2.229 0.722 -1.809 0.3 -0.3 0.3
F -1.121 -1.639 -0.548 0.7 -0.6 -1.2
F -3.159 -1.347 -0.166 -1.9 0.0 -0.4
F -1.687 -0.796 1.295 -0.4 0.3 0.3
Cl -1.992 1.975 0.369 -0.4 -0.3 0.2
H 3.123 -0.981 0.391 0.8 -0.5 -0.5
H 2.429 1.006 2.110 -0.4 -0.8 -0.6
H 1.353 -0.640 -1.829 0.0 -1.2 -2.3
```
Positions in Å, forces in eV/Å.

Atom charges from the Mulliken analysis, given in e for atoms 1 to 6: number 1, C, carries -0.71; number 2, C, carries -0.13; number 3, C, carries -0.25; number 4, C, carries 0.34; number 5, C, carries 0.78; number 6, N, carries -0.32

[2]
The following is a DFT calculation (wB97M-V/def2-TZVPD) of a molecular structure, C5H3CoO4S9.

The multiplicity is 5. The value obtained for the energy above the lowest of the compared OMol25 structures with the same formula, charge and spin is 0.0 kJ/mol. The HOMO-LUMO gap (spin up / spin down) comes out at 6.1 / 5.4 eV. Its expectation value of S² is 6.033. Its net charge is -2.

The geometry in XYZ format:
```
22
Properties=species:S:1:pos:R:3:forces:R:3
Co 0.193 -0.531 0.392 0.4 -0.4 -0.2
S -3.245 4.170 -4.074 0.0 0.0 0.0
C -2.555 3.094 -3.026 0.0 0.0 0.0
S -2.911 1.413 -3.008 0.0 0.0 0.0
C -1.875 0.921 -1.678 0.0 0.2 0.0
C -1.127 1.967 -1.107 -0.1 -0.1 -0.1
S -0.063 1.825 0.176 0.1 0.3 0.0
S -1.396 3.536 -1.832 0.0 0.1 0.0
S -1.857 -0.666 -1.181 0.0 -0.1 0.1
C 4.701 -0.607 0.052 -0.2 0.0 0.0
O 3.394 -0.597 -0.521 0.0 -0.2 -0.2
C 2.957 -1.659 -1.224 0.1 0.0 0.3
S 3.976 -2.890 -1.731 -0.1 0.3 0.1
S 1.265 -1.611 -1.522 0.1 0.0 -0.1
H 4.853 0.402 0.430 0.0 0.0 0.0
H 5.452 -0.867 -0.686 0.1 0.0 -0.1
H 4.735 -1.320 0.876 0.0 0.0 0.0
O -0.446 -0.053 3.804 0.1 -0.2 0.0
S 0.053 -1.200 3.059 -0.2 -0.1 0.3
O -0.839 -1.472 1.851 0.1 0.2 0.1
O 0.233 -2.403 3.853 0.0 0.1 -0.1
S 1.808 -0.678 2.105 -0.1 0.0 0.1
```
Positions in Å, forces in eV/Å.

Atom charges from the Mulliken analysis, given in e for atoms 1 to 6: number 1, Co, carries 0.43; number 2, S, carries -0.33; number 3, C, carries 0.12; number 4, S, carries -0.11; number 5, C, carries 0.27; number 6, C, carries 0.16

[3]
The following is a DFT calculation (wB97M-V/def2-TZVPD) of C5H3F6NO2S in the gas phase at a distorted geometry.

The value obtained for the energy above the lowest of the compared OMol25 structures with the same formula, charge and spin is 95.1 kJ/mol. The HOMO-LUMO gap comes out at 10.0 eV. Its net charge is 0.

The geometry in XYZ format:
```
18
Properties=species:S:1:pos:R:3:forces:R:3
C -0.471 0.726 1.178 0.7 0.3 -3.7
C 0.094 0.483 -0.802 2.1 1.4 0.7
C -0.103 -1.391 2.394 -3.4 1.1 1.0
C -1.016 0.266 -1.686 -1.4 -1.6 -0.8
C 1.269 1.321 -1.280 0.4 -0.3 4.0
N -0.029 -0.484 1.338 -0.2 1.4 -1.2
O -0.947 1.730 1.494 -0.3 0.1 1.2
O -0.088 -2.151 -0.677 0.5 0.1 0.7
F -1.578 1.309 -2.233 -0.1 1.9 -0.4
F -0.769 -0.564 -2.734 0.3 -0.1 0.1
F -1.952 -0.314 -0.930 -1.3 -0.7 0.2
F 2.217 1.009 -0.265 0.1 0.6 -0.4
F 1.912 1.107 -2.370 0.1 -0.6 -2.1
F 1.071 2.616 -1.148 -0.5 0.8 -0.4
S 0.718 -1.046 -0.150 -0.3 -1.1 -0.6
H -0.435 -2.253 1.871 -0.4 -1.5 0.7
H 0.815 -1.388 2.771 4.1 -1.1 1.8
H -0.710 -0.974 3.228 -0.3 -0.8 -0.8
```
Positions in Å, forces in eV/Å.

Atom charges from the Mulliken analysis, given in e for atoms 1 to 6: number 1, C, carries 0.52; number 2, C, carries -0.27; number 3, C, carries -0.94; number 4, C, carries 0.85; number 5, C, carries 0.87; number 6, N, carries 0.03

[4]
The following is a DFT calculation (wB97M-V/def2-TZVPD) of 2 unconnected molecules or ions with the total composition C5H3INO4 at a distorted geometry.

The value obtained for the energy above the lowest of the compared OMol25 structures with the same formula, charge and spin is 118.3 kJ/mol. The HOMO-LUMO gap comes out at 6.6 eV. Its net charge is -1.

The geometry in XYZ format:
```
14
Properties=species:S:1:pos:R:3:forces:R:3
C 1.494 0.127 -1.864 2.5 -0.1 -0.9
C -1.338 1.331 2.900 -2.0 -0.7 -2.5
C -0.611 0.177 -0.966 -1.3 -1.4 0.7
C 1.516 -0.919 -0.810 -1.6 -3.5 0.3
C 0.081 -0.808 -0.302 0.5 0.8 0.6
N -2.013 1.066 1.975 -0.3 0.8 2.2
O -1.814 0.526 -0.929 1.7 0.4 -0.3
O 2.458 0.365 -2.581 -1.1 0.3 0.4
O -0.898 1.634 3.908 2.2 1.0 3.5
O 0.326 0.711 -1.977 -1.1 0.9 0.0
I -0.901 -2.083 1.052 0.6 0.2 -0.5
H 1.453 -1.960 -1.397 1.0 1.9 1.0
H 2.393 -0.958 -0.085 -1.2 0.4 -1.1
H -2.145 0.791 1.075 0.0 -0.9 -3.4
```
Positions in Å, forces in eV/Å.

Atom charges from the Mulliken analysis, given in e for atoms 1 to 6: number 1, C, carries 0.37; number 2, C, carries 0.44; number 3, C, carries 0.51; number 4, C, carries 0.03; number 5, C, carries -0.55; number 6, N, carries -0.31

[5]
The following is a DFT calculation (wB97M-V/def2-TZVPD) of C5H3N in the gas phase at a distorted geometry.

The value obtained for the energy above the lowest of the compared OMol25 structures with the same formula, charge and spin is 587.9 kJ/mol. The HOMO-LUMO gap comes out at 7.6 eV. Its net charge is 0.

The geometry in XYZ format:
```
9
Properties=species:S:1:pos:R:3:forces:R:3
C -0.855 -0.706 -0.079 -0.7 -1.4 0.1
C -0.854 -1.966 0.189 -0.2 1.1 -0.3
C 0.067 0.397 -0.300 0.2 -1.3 -0.5
C -1.273 0.778 -0.152 -0.9 -1.4 -3.8
C 2.371 -0.223 -0.068 0.7 -0.2 -0.7
N 1.286 0.308 -0.122 1.3 0.7 0.6
H -1.925 0.897 -1.063 0.8 0.4 1.0
H -1.624 1.075 0.734 -1.4 1.7 3.2
H 2.807 -0.560 0.861 0.1 0.3 0.4
```
Positions in Å, forces in eV/Å.

Atom charges from the Mulliken analysis, given in e for atoms 1 to 6: number 1, C, carries 0.20; number 2, C, carries -0.40; number 3, C, carries 0.19; number 4, C, carries -0.45; number 5, C, carries -0.20; number 6, N, carries -0.04

[6]
The following is a DFT calculation (wB97M-V/def2-TZVPD) of C5H3N in the gas phase at a distorted geometry.

The value obtained for the energy above the lowest of the compared OMol25 structures with the same formula, charge and spin is 325.8 kJ/mol. The HOMO-LUMO gap comes out at 8.6 eV. Its net charge is 0.

The geometry in XYZ format:
```
9
Properties=species:S:1:pos:R:3:forces:R:3
C -0.635 0.312 0.073 -2.3 -1.9 3.4
C -1.096 -0.410 0.945 0.0 1.7 -1.4
C -1.289 -1.632 2.106 -1.6 1.5 -0.3
C 1.251 0.094 -1.085 -1.5 0.6 1.1
C 0.246 0.896 -0.744 2.6 0.5 -2.2
N -2.128 -0.744 1.826 0.8 -2.4 1.5
H 2.081 0.351 -1.595 2.5 1.2 -1.8
H 1.295 -0.786 -0.546 0.0 -2.2 0.3
H 0.274 1.920 -0.981 -0.5 1.1 -0.5
```
Positions in Å, forces in eV/Å.

Atom charges from the Mulliken analysis, given in e for atoms 1 to 6: number 1, C, carries 0.03; number 2, C, carries 0.56; number 3, C, carries -0.08; number 4, C, carries -0.77; number 5, C, carries -0.43; number 6, N, carries -0.29

> Which formula does entry 2 have?

C5H3CoO4S9